# 1
{"formula": "C21H36IrP2S", "method": "ωB97M-V with the def2-TZVPD basis set", "e_above_lowest_kcal_mol": 0.00, "total_charge": 2, "homo_energy_ev": [-12.00, -13.49], "lumo_energy_ev": [-7.1, -7.7], "homo_lumo_gap_ev": [4.95, 5.79], "spin_multiplicity": 6, "elements": ["P", "P", "C", "C", "H", "H", "H", "H", "C", "H", "H", "H", "C", "H", "H", "H", "C", "H", "H", "H", "C", "H", "H", "H", "Ir", "C", "C", "C", "C", "C", "C", "C", "C", "C", "H", "H", "H", "H", "H", "H", "H", "H", "H", "H", "H", "H", "H", "H", "H", "S", "C", "C", "C", "C", "C", "C", "H", "H", "H", "H", "H"], "xyz": [[-0.75052, 1.05268, -2.38753], [1.97246, -1.30706, -2.06798], [0.56090, 0.60856, -3.59256], [0.86965, -0.87913, -3.55666], [1.43110, 1.20752, -3.29365], [0.23544, 0.95489, -4.58011], [-0.03021, -1.51169, -3.51127], [1.40274, -1.19719, -4.46225], [3.65612, -0.92897, -2.79406], [4.42851, -1.06506, -2.02424], [3.72758, 0.09335, -3.18890], [3.84295, -1.61013, -3.63126], [2.06132, -3.15723, -2.18008], [2.70692, -3.44173, -3.02368], [1.06536, -3.58482, -2.38076], [2.47806, -3.61497, -1.26289], [-1.25297, 2.71996, -2.84854], [-2.14678, 3.00965, -2.28100], [-1.47825, 2.77255, -3.92796], [-0.46164, 3.44005, -2.60709], [-2.18145, 0.08691, -2.98297], [-2.02091, -0.99161, -2.87069], [-2.35021, 0.30261, -4.05420], [-3.08643, 0.33207, -2.40852], [-2.11714, 0.01476, 0.87822], [2.66269, -1.21529, -0.20149], [2.91673, 0.11510, 0.17373], [2.85394, 1.33166, -0.62690], [1.41441, 1.86812, -0.48322], [0.16020, 1.01372, -0.81074], [-0.44548, -0.54115, -0.34213], [0.17740, -1.85770, 0.10565], [1.55498, -1.80692, 0.76926], [-3.88850, 0.70887, 1.54274], [3.59993, -1.77125, -0.19173], [2.95649, 0.30194, 1.24288], [3.18407, 1.30056, -1.66821], [3.50476, 2.09363, -0.15728], [1.33555, 2.14661, 0.57529], [1.30622, 2.80515, -1.04596], [-0.63120, 1.60186, -0.25495], [-1.21880, -0.86485, -1.08387], [0.23429, -2.52751, -0.78319], [-0.51395, -2.36145, 0.81056], [1.46231, -1.21866, 1.69889], [1.81831, -2.82730, 1.07768], [-4.46471, -0.02905, 2.14055], [-4.46054, 0.99422, 0.63332], [-3.66224, 1.59805, 2.17041], [-1.66363, -0.90226, 2.80339], [-2.05344, -0.00316, 4.23855], [-2.77111, -0.66441, 5.26520], [-2.71586, -0.16405, 6.56272], [-1.94908, 0.99053, 6.82492], [-1.46920, 1.76868, 5.75987], [-1.48776, 1.25815, 4.46331], [-3.28441, -1.58980, 5.02658], [-3.23243, -0.67222, 7.37385], [-1.71743, 1.27235, 7.84970], [-1.04478, 2.76006, 5.95352], [-1.03033, 1.78180, 3.62779]], "forces_ev_per_angstrom": [[1.13, 1.10, -2.35], [3.81, -2.81, -1.25], [-0.49, 0.44, 0.13], [-0.46, 0.17, 0.94], [-0.04, -0.07, -0.30], [0.13, -0.22, 0.05], [0.25, 0.26, 0.13], [0.42, -0.04, 0.52], [-0.40, 0.28, -0.29], [-0.25, 0.06, -0.36], [0.00, -0.28, 0.13], [-0.03, 0.10, 0.19], [-0.34, -0.24, -0.34], [-0.20, 0.14, 0.24], [0.38, 0.07, 0.16], [-0.31, 0.37, -0.45], [0.13, 0.43, 0.19], [0.14, -0.10, -0.12], [0.10, -0.09, 0.47], [-0.14, -0.10, -0.13], [-0.37, -0.65, 0.77], [-0.08, 0.25, -0.11], [0.32, 0.20, 0.49], [0.28, 0.05, -0.19], [1.17, -0.57, 0.02], [-3.19, -0.36, 0.85], [0.89, 1.88, 1.15], [0.02, 1.03, -0.23], [0.10, 0.17, -0.24], [-3.57, -1.54, 1.36], [-0.39, 1.33, -0.77], [0.69, -0.24, -0.07], [0.23, -0.47, -0.19], [-1.77, 0.96, -0.62], [-0.21, -0.72, -0.91], [0.05, -0.08, 0.01], [-0.12, -0.36, 0.13], [-0.31, -0.22, -0.25], [-0.31, -0.11, -0.23], [0.01, -0.09, 0.07], [0.76, -0.24, -0.08], [1.01, 0.34, -0.07], [-0.15, 0.13, 0.72], [0.21, 0.19, -0.40], [0.31, -0.04, -0.44], [0.03, 0.21, -0.12], [0.46, 0.44, -0.33], [-0.09, 0.17, 0.87], [-0.30, -0.32, -0.30], [0.39, -0.81, 1.17], [-0.35, -0.01, 1.03], [0.58, 0.28, -0.16], [0.44, 0.43, -0.22], [-0.36, -0.11, -0.49], [0.14, -0.15, 0.22], [-0.19, -0.18, 0.10], [0.04, 0.05, 0.17], [0.21, 0.01, -0.18], [-0.40, 0.15, -0.20], [0.00, -0.52, -0.06], [-0.02, 0.04, 0.21]], "nbo_charge": [1.610, 1.353, -0.767, -0.651, 0.247, 0.276, 0.251, 0.289, -0.941, 0.258, 0.246, 0.257, -0.958, 0.265, 0.253, 0.266, -0.992, 0.282, 0.280, 0.267, -0.958, 0.254, 0.288, 0.292, 0.779, -0.386, -0.093, -0.496, -0.392, -0.593, -0.578, -0.447, -0.425, -1.056, 0.288, 0.219, 0.217, 0.271, 0.246, 0.237, 0.269, 0.210, 0.200, 0.267, 0.245, 0.243, 0.255, 0.227, 0.257, 0.088, -0.234, -0.196, -0.188, -0.158, -0.199, -0.212, 0.234, 0.243, 0.239, 0.237, 0.215]}



# 2
{"formula": "C4H9S", "method": "ωB97M-V with the def2-TZVPD basis set", "e_above_lowest_kcal_mol": 26.17, "total_charge": -1, "homo_energy_ev": -2.14, "lumo_energy_ev": 4.3, "homo_lumo_gap_ev": 6.45, "elements": ["C", "C", "H", "H", "H", "H", "C", "C", "S", "H", "H", "H", "H", "H"], "xyz": [[-1.31869, -1.35336, -1.69893], [-2.50368, -0.75180, -1.76905], [-1.26661, -2.43937, -1.63562], [-0.37252, -0.84443, -1.63275], [-3.41812, -1.29063, -1.99566], [-2.61870, 0.24356, -1.34844], [2.22266, 0.70510, 1.31737], [0.74920, 1.10070, 1.19961], [-0.33801, -0.37094, 1.25081], [2.49466, 0.00779, 0.51934], [2.33905, 0.12169, 2.23448], [2.95273, 1.52682, 1.34757], [0.59165, 1.54779, 0.21246], [0.48639, 1.79707, 1.99880]], "forces_ev_per_angstrom": [[-0.37, -0.43, -0.25], [0.14, 0.02, 0.55], [0.09, 0.02, -0.72], [-0.12, 0.21, 0.62], [0.03, -0.18, 0.39], [0.10, 0.29, -0.81], [0.05, -0.42, 0.34], [0.20, -0.58, -0.42], [0.05, 0.11, 0.36], [-0.05, 0.17, -0.10], [0.06, 0.07, 0.09], [-0.19, 0.14, -0.12], [0.01, 0.44, 0.21], [-0.02, 0.16, -0.14]], "nbo_charge": [-0.331, -0.450, 0.173, 0.212, 0.166, 0.203, -0.623, -0.524, -0.721, 0.195, 0.198, 0.163, 0.167, 0.171]}



# 3
{"formula": "C52H52As2N4O2S3SbV", "method": "ωB97M-V with the def2-TZVPD basis set", "total_charge": -1, "homo_energy_ev": [-4.23, -3.60], "lumo_energy_ev": [2.2, 2.2], "homo_lumo_gap_ev": [6.46, 5.82], "spin_multiplicity": 2, "elements": ["V", "S", "C", "C", "C", "C", "N", "C", "C", "C", "S", "C", "N", "H", "H", "C", "C", "C", "C", "C", "C", "C", "S", "O", "O", "N", "C", "C", "C", "C", "C", "N", "H", "H", "H", "H", "H", "H", "H", "H", "H", "H", "H", "C", "C", "As", "C", "C", "C", "C", "C", "C", "C", "C", "C", "C", "C", "C", "As", "C", "C", "C", "C", "C", "C", "C", "C", "C", "C", "C", "C", "H", "H", "H", "H", "H", "H", "H", "H", "H", "H", "H", "H", "H", "H", "H", "H", "H", "H", "H", "H", "H", "H", "H", "H", "C", "C", "Sb", "C", "C", "C", "C", "H", "H", "H", "H", "H", "H", "H", "H", "H", "H", "H", "H", "H", "H", "H"], "xyz": [[0.35698, -0.47346, -0.47235], [1.92489, 0.01542, 1.10508], [1.85518, -1.32587, 2.21301], [2.90262, -1.55638, 3.10011], [2.84919, -2.59467, 4.02479], [3.95137, -2.80395, 4.90175], [4.86067, -2.94561, 5.59326], [1.70323, -3.41486, 4.07687], [0.66414, -3.19731, 3.17884], [0.72234, -2.17100, 2.23722], [-0.59458, -1.88427, 1.14087], [1.60145, -4.44125, 5.05914], [1.50990, -5.25171, 5.87101], [3.77064, -0.91101, 3.05727], [-0.21589, -3.82630, 3.21818], [-7.54097, 0.50869, -0.77526], [-6.13489, 0.37613, -1.29362], [-5.85125, -0.47735, -2.35687], [-4.55790, -0.60776, -2.83650], [-3.53895, 0.12519, -2.25095], [-3.79723, 0.96958, -1.18746], [-5.09161, 1.09306, -0.71318], [-1.89268, -0.02418, -2.90547], [-1.31124, 1.30396, -2.85585], [-2.02764, -0.61217, -4.21853], [-1.14104, -0.96440, -1.85618], [-0.36940, -2.03282, -2.24434], [-0.60813, -2.97163, -3.24651], [0.31347, -3.99015, -3.42571], [1.41452, -4.07859, -2.58123], [1.58107, -3.11912, -1.60319], [0.73767, -2.09216, -1.46991], [-8.26411, 0.22044, -1.53729], [-7.74803, 1.53265, -0.46477], [-7.68827, -0.13977, 0.09131], [-6.65418, -1.03974, -2.81838], [-4.32159, -1.25763, -3.66826], [-2.97502, 1.52740, -0.75826], [-5.30313, 1.76165, 0.11409], [-1.48006, -2.86173, -3.87142], [0.16208, -4.71877, -4.21138], [2.13051, -4.88167, -2.68178], [2.40295, -3.16428, -0.89848], [1.50160, 3.05490, -2.08789], [0.15740, 3.65167, -1.67808], [-0.48572, 2.79459, -0.02279], [0.89839, 3.43662, 1.22479], [1.84617, 4.41966, 0.96030], [2.83473, 4.73058, 1.88436], [2.87228, 4.07818, 3.10747], [1.90911, 3.12422, 3.40131], [0.93779, 2.80538, 2.46744], [-1.77253, 4.22004, 0.50837], [-3.08350, 3.87138, 0.82113], [-4.01932, 4.83013, 1.18351], [-3.64735, 6.16169, 1.26697], [-2.33336, 6.52095, 0.99774], [-1.40925, 5.55915, 0.61969], [1.65035, 1.07235, -2.03034], [2.05860, 0.71244, -3.92562], [3.15277, 1.32558, -4.53686], [3.46632, 1.06969, -5.86146], [2.69241, 0.18424, -6.59942], [1.61014, -0.43935, -6.00252], [1.30120, -0.17760, -4.67441], [3.57266, 1.02424, -1.52802], [4.43312, 2.10736, -1.38919], [5.73184, 1.93472, -0.92599], [6.20130, 0.67054, -0.61090], [5.37170, -0.42714, -0.78902], [4.07638, -0.24533, -1.24074], [2.24161, 3.38307, -1.36208], [1.80324, 3.39125, -3.08185], [-0.59387, 3.47068, -2.44231], [0.25009, 4.73251, -1.54324], [1.81609, 4.97348, 0.02779], [3.57786, 5.48131, 1.64349], [3.64483, 4.31563, 3.82794], [1.93088, 2.60752, 4.35300], [0.20055, 2.04316, 2.69200], [-3.36847, 2.82706, 0.81249], [-5.03609, 4.53366, 1.41285], [-4.37156, 6.91434, 1.55254], [-2.03045, 7.55689, 1.08952], [-0.38604, 5.86215, 0.43208], [3.77174, 2.00540, -3.96335], [4.31794, 1.55840, -6.31910], [2.93651, -0.01745, -7.63529], [0.99455, -1.12976, -6.56583], [0.44394, -0.65818, -4.24153], [4.11769, 3.11148, -1.64428], [6.37584, 2.79800, -0.80970], [7.20631, 0.54140, -0.22908], [5.72935, -1.42170, -0.55177], [3.41945, -1.09877, -1.35108], [-3.45505, 2.63434, 4.36026], [-4.02991, 1.39355, 3.67852], [-2.49360, 0.33782, 2.49464], [-3.90396, -1.24255, 1.89470], [-4.93863, -1.68513, 2.92316], [-1.47728, -0.38525, 4.30347], [-2.24488, -1.30401, 5.24434], [-4.23909, 3.23497, 4.83134], [-2.92960, 3.27326, 3.64752], [-2.74716, 2.34707, 5.14085], [-4.84237, 1.67808, 3.00098], [-4.45371, 0.72368, 4.42919], [-3.29788, -2.08063, 1.55827], [-4.40648, -0.82869, 1.01650], [-4.46550, -2.13186, 3.79664], [-5.61456, -2.42758, 2.48811], [-5.54085, -0.84005, 3.25864], [-1.19302, 0.53391, 4.82446], [-0.56710, -0.86820, 3.96104], [-3.18831, -0.85424, 5.56001], [-1.65356, -1.50448, 6.14272], [-2.45364, -2.26406, 4.77037]], "forces_ev_per_angstrom": [[-0.06, 2.48, 0.65], [0.40, -0.04, 0.17], [0.00, -0.18, 0.25], [-0.10, -0.06, 0.02], [-0.35, 0.05, -0.23], [0.31, -0.04, 0.25], [-0.04, -0.01, -0.02], [0.14, 0.40, -0.35], [0.09, -0.09, 0.19], [-0.02, 0.21, -0.07], [-0.30, -0.86, 0.45], [-0.05, -0.29, 0.31], [-0.01, 0.00, -0.07], [0.02, -0.02, 0.06], [0.01, -0.01, 0.01], [0.09, -0.04, 0.03], [-0.04, -0.02, -0.07], [0.03, 0.06, 0.08], [0.06, -0.05, -0.02], [0.14, -0.20, -0.11], [0.14, 0.10, -0.03], [-0.02, 0.01, -0.03], [-0.37, 0.48, -0.16], [-0.15, -0.16, 0.08], [0.07, -0.23, 0.08], [-0.37, 0.22, -0.20], [-0.01, -0.75, -0.50], [0.13, 0.10, -0.01], [-0.03, 0.10, 0.09], [-0.05, -0.10, -0.10], [0.00, -0.03, 0.08], [0.27, -1.35, -0.88], [-0.03, 0.01, 0.02], [-0.03, 0.00, 0.01], [-0.03, 0.01, 0.02], [-0.01, 0.00, -0.01], [-0.07, 0.01, -0.02], [-0.06, 0.02, 0.05], [0.01, 0.01, 0.02], [-0.01, -0.06, 0.02], [0.00, -0.03, 0.02], [0.02, 0.01, 0.05], [0.01, 0.09, -0.02], [-0.24, -0.06, 0.10], [0.12, -0.19, -0.09], [0.06, 0.71, 0.29], [0.08, -0.23, 0.09], [-0.08, 0.06, -0.17], [0.00, 0.03, 0.06], [-0.02, 0.02, -0.04], [0.01, 0.01, 0.11], [-0.11, 0.01, -0.09], [-0.20, -0.31, -0.01], [0.08, -0.12, -0.06], [-0.05, 0.05, 0.03], [-0.01, -0.02, 0.00], [-0.04, 0.03, -0.01], [0.13, 0.01, -0.07], [1.20, 0.57, -0.42], [-0.06, 0.02, -0.15], [-0.06, 0.09, 0.09], [0.02, 0.03, 0.01], [-0.01, -0.04, -0.06], [0.03, -0.03, -0.05], [-0.02, 0.12, 0.07], [-0.05, -0.28, 0.19], [-0.18, 0.08, -0.04], [0.09, -0.03, -0.01], [0.03, 0.06, -0.01], [0.00, -0.05, -0.04], [-0.06, 0.05, -0.11], [0.07, -0.01, -0.10], [0.03, -0.03, 0.03], [-0.12, -0.02, 0.06], [-0.01, -0.04, 0.05], [0.06, -0.08, -0.03], [-0.02, 0.02, 0.01], [0.01, -0.02, 0.00], [-0.02, 0.00, 0.00], [0.06, -0.06, 0.02], [-0.04, 0.02, -0.03], [0.01, -0.01, 0.02], [0.01, 0.00, 0.01], [0.03, -0.01, -0.03], [-0.01, -0.01, -0.02], [0.03, 0.00, -0.06], [0.01, 0.00, 0.01], [0.00, 0.00, 0.00], [0.00, 0.00, 0.01], [-0.15, -0.10, 0.05], [-0.03, -0.01, 0.07], [-0.01, 0.00, 0.00], [0.00, -0.01, -0.01], [-0.02, 0.00, -0.01], [0.06, -0.06, 0.02], [-0.07, -0.09, -0.03], [0.19, 0.07, -0.07], [-0.54, -0.14, 0.50], [0.21, 0.15, 0.23], [0.08, 0.07, -0.11], [-0.32, 0.08, -0.32], [0.11, 0.08, -0.04], [0.05, 0.03, 0.03], [0.03, 0.05, 0.03], [0.04, 0.07, -0.01], [0.01, -0.06, -0.03], [-0.03, -0.04, -0.07], [0.02, -0.01, -0.03], [0.08, -0.01, -0.01], [-0.08, -0.01, 0.03], [-0.03, -0.01, 0.04], [-0.07, -0.06, 0.06], [0.04, 0.01, -0.05], [0.12, 0.05, 0.00], [-0.04, -0.08, 0.01], [-0.04, -0.03, 0.02], [-0.05, 0.00, 0.01]], "lowdin_spin": [1.002, -0.010, 0.001, -0.002, 0.000, 0.000, 0.000, -0.001, 0.000, 0.004, 0.011, 0.000, -0.001, 0.000, 0.000, 0.000, 0.000, 0.000, 0.000, 0.000, 0.000, 0.000, 0.004, 0.004, 0.000, 0.016, -0.006, -0.001, -0.010, 0.000, -0.009, -0.005, 0.000, 0.000, 0.000, 0.000, 0.000, 0.000, 0.000, 0.000, -0.001, 0.000, -0.001, 0.001, 0.000, -0.001, 0.000, 0.000, 0.000, 0.000, 0.000, 0.000, -0.001, 0.000, 0.000, 0.000, 0.000, 0.000, 0.004, -0.005, -0.001, 0.000, 0.000, 0.000, 0.000, 0.004, 0.000, 0.000, 0.000, 0.000, 0.001, 0.000, 0.000, 0.000, 0.000, 0.000, 0.000, 0.000, 0.000, 0.000, 0.000, 0.000, 0.000, 0.000, 0.000, 0.000, 0.000, 0.000, 0.000, 0.000, 0.000, 0.000, 0.000, 0.000, 0.000, 0.000, -0.001, 0.001, 0.001, 0.000, 0.001, 0.000, 0.000, 0.000, 0.000, 0.000, 0.000, 0.000, 0.000, 0.000, 0.000, 0.000, 0.000, 0.000, 0.000, 0.000, 0.000]}



Number 1 is which compound? C21H36IrP2S